A molecular structure, C44H50BBrF4N9PSn. Source: OMol25; level of theory: ωB97M-V/def2-TZVPD.

As for the charge: 0. For the frontier orbital gap, the calculation gives 8.584 eV.

Last column: Löwdin charge in e.
Positions of all 111 atoms, in Å:
Sn (-0.846, 0.254, 0.607)  1.261
C (-2.992, -1.720, -4.460)  -0.018
C (-2.293, -1.988, -3.167)  -0.263
C (-1.587, -3.111, -2.785)  0.031
C (-1.144, -2.849, -1.477)  -0.245
N (-1.552, -1.639, -1.104)  0.020
N (-2.262, -1.121, -2.134)  0.023
B (-3.048, 0.193, -1.981)  -0.535
N (-3.809, 0.206, -0.635)  0.037
N (-3.208, 0.150, 0.591)  0.004
C (-4.186, 0.072, 1.509)  -0.221
C (-5.420, 0.053, 0.857)  0.038
C (-5.142, 0.152, -0.491)  -0.251
C (-6.112, 0.173, -1.626)  -0.012
C (-3.957, -0.052, 3.001)  -0.536
C (-2.790, -1.010, 3.273)  -0.059
C (-5.217, -0.618, 3.661)  -0.059
C (-3.677, 1.324, 3.616)  -0.033
N (-2.159, 1.450, -2.103)  0.031
N (-1.094, 1.721, -1.289)  0.014
C (-0.543, 2.861, -1.732)  -0.227
C (-1.289, 3.341, -2.813)  0.031
C (-2.293, 2.421, -3.022)  -0.253
C (-3.363, 2.457, -4.063)  -0.010
C (0.675, 3.559, -1.171)  -0.537
C (0.209, 4.798, -0.391)  -0.026
C (1.495, 2.664, -0.256)  -0.086
C (1.575, 3.988, -2.338)  -0.039
C (-0.426, -3.778, -0.517)  -0.536
C (0.966, -3.247, -0.166)  -0.055
C (-1.254, -3.892, 0.770)  -0.038
C (-0.279, -5.160, -1.152)  -0.058
H (-2.852, -2.571, -5.125)  0.081
H (-4.063, -1.570, -4.317)  0.077
H (-2.597, -0.832, -4.954)  0.078
H (-1.431, -3.999, -3.375)  0.107
H (-3.855, 0.234, -2.858)  0.105
H (-6.400, -0.017, 1.296)  0.111
H (-7.123, 0.128, -1.225)  0.083
H (-6.018, 1.083, -2.218)  0.078
H (-5.968, -0.676, -2.294)  0.084
H (-2.950, -1.973, 2.785)  0.086
H (-1.841, -0.601, 2.916)  -0.019
H (-2.685, -1.175, 4.347)  0.096
H (-5.460, -1.611, 3.277)  0.093
H (-5.056, -0.697, 4.737)  0.089
H (-6.076, 0.036, 3.501)  0.080
H (-2.816, 1.800, 3.161)  0.042
H (-4.540, 1.981, 3.485)  0.092
H (-3.485, 1.222, 4.686)  0.094
H (-1.109, 4.232, -3.389)  0.115
H (-3.250, 3.364, -4.653)  0.084
H (-3.306, 1.599, -4.733)  0.076
H (-4.356, 2.459, -3.615)  0.078
H (-0.449, 4.508, 0.432)  0.086
H (1.072, 5.319, 0.031)  0.091
H (-0.334, 5.492, -1.035)  0.085
H (0.937, 2.358, 0.624)  0.013
H (1.836, 1.779, -0.797)  0.050
H (2.378, 3.203, 0.093)  0.094
H (1.057, 4.648, -3.035)  0.075
H (2.444, 4.522, -1.948)  0.090
H (1.928, 3.115, -2.892)  0.091
H (0.902, -2.254, 0.285)  0.007
H (1.448, -3.914, 0.555)  0.089
H (1.600, -3.181, -1.052)  0.088
H (-1.417, -2.908, 1.213)  0.044
H (-2.232, -4.335, 0.566)  0.094
H (-0.734, -4.516, 1.501)  0.090
H (0.297, -5.110, -2.079)  0.086
H (0.248, -5.826, -0.466)  0.088
H (-1.253, -5.603, -1.373)  0.088
F (4.555, -5.105, 3.849)  0.142
C (4.238, -4.008, 3.171)  -0.136
C (5.094, -3.516, 2.208)  -0.135
F (6.244, -4.136, 1.961)  0.136
C (4.749, -2.370, 1.514)  -0.196
F (5.648, -1.929, 0.628)  0.097
C (3.556, -1.696, 1.714)  -0.307
P (3.003, -0.228, 0.726)  1.080
C (4.184, 1.040, 1.308)  -0.366
C (4.896, 1.888, 0.465)  -0.109
C (5.653, 2.927, 0.994)  -0.081
C (5.695, 3.138, 2.363)  -0.080
C (4.973, 2.308, 3.210)  -0.072
C (4.222, 1.270, 2.685)  -0.093
C (3.462, -0.557, -1.025)  -0.354
C (2.367, -0.686, -1.885)  -0.139
C (2.530, -0.866, -3.251)  -0.073
C (3.808, -0.904, -3.788)  -0.078
C (4.909, -0.761, -2.952)  -0.070
C (4.740, -0.588, -1.587)  -0.101
C (2.724, -2.196, 2.725)  -0.591
Br (1.125, -1.340, 3.260)  0.816
C (3.060, -3.335, 3.437)  -0.270
F (2.271, -3.815, 4.398)  0.080
H (4.854, 1.758, -0.609)  0.096
H (6.205, 3.578, 0.327)  0.103
H (6.276, 3.955, 2.771)  0.104
H (4.971, 2.486, 4.277)  0.106
H (3.643, 0.641, 3.355)  0.091
H (1.361, -0.656, -1.482)  0.060
H (1.659, -0.973, -3.886)  0.106
H (3.949, -1.040, -4.852)  0.104
H (5.909, -0.782, -3.366)  0.106
H (5.614, -0.466, -0.965)  0.098
N (-0.643, 1.800, 2.326)  -0.049
C (-0.273, 2.555, 3.150)  -0.361
N (0.025, 3.382, 4.041)  0.088
C (1.159, 3.745, 4.591)  -0.392
N (2.117, 4.118, 5.124)  0.090

A molecular structure, C44H50N3ORuSSi. Source: OMol25; level of theory: ωB97M-V/def2-TZVPD.

The multiplicity is 5. As for the charge: +1. As for the relative energy (zero: lowest compared OMol25 entry of this formula, charge and spin): 0.0 kcal per mole. For the frontier orbital gap (spin up / spin down), the calculation gives 7.269 / 6.229 eV.

Last column: Mulliken spin population.
Positions of all 101 atoms, in Å:
Ru (0.125, -0.238, -0.163)  2.615
C (2.170, 0.611, 0.742)  0.208
C (1.363, 1.664, 0.244)  -0.112
C (0.219, 1.795, 1.094)  0.083
C (0.284, 0.777, 2.051)  0.094
C (1.452, -0.008, 1.786)  -0.057
H (3.154, 0.342, 0.396)  0.014
H (1.659, 2.376, -0.509)  0.005
H (-0.513, 2.583, 1.044)  0.011
H (-0.403, 0.628, 2.865)  0.013
H (1.821, -0.812, 2.404)  0.010
C (-3.102, -1.359, -4.598)  0.101
C (-3.399, -0.598, -3.472)  -0.047
C (-2.385, -0.144, -2.648)  0.073
C (-1.053, -0.435, -2.957)  -0.015
C (-0.757, -1.196, -4.101)  0.105
C (-1.779, -1.662, -4.904)  -0.046
N (-0.002, 0.031, -2.154)  0.538
C (1.135, 0.515, -2.849)  -0.063
C (0.975, 1.477, -3.853)  0.095
C (2.086, 1.985, -4.505)  -0.038
C (3.357, 1.520, -4.187)  0.073
C (3.513, 0.534, -3.220)  -0.035
C (2.412, 0.035, -2.548)  0.086
H (-3.900, -1.709, -5.242)  0.003
H (-4.428, -0.347, -3.243)  0.001
H (-2.605, 0.466, -1.789)  0.004
H (0.276, -1.436, -4.322)  -0.003
H (-1.544, -2.264, -5.773)  0.001
H (-0.021, 1.835, -4.085)  0.002
H (1.957, 2.745, -5.265)  -0.001
H (4.223, 1.916, -4.703)  0.004
H (4.499, 0.142, -3.002)  0.000
H (2.516, -0.768, -1.830)  0.004
C (-5.676, 1.075, 3.121)  0.003
C (-5.609, -0.282, 3.821)  0.002
C (-4.363, -0.458, 4.692)  -0.002
C (-3.055, -0.477, 3.905)  0.003
N (-3.037, -1.587, 2.952)  0.011
C (-2.817, -1.543, 1.634)  0.027
S (-2.458, -0.070, 0.788)  0.161
N (-2.940, -2.678, 0.965)  0.017
C (-3.308, -3.975, 1.535)  -0.006
C (-4.819, -4.161, 1.699)  0.001
C (-5.184, -5.634, 1.885)  0.000
C (-4.514, -6.274, 3.105)  0.000
H (-6.600, 1.163, 2.545)  0.000
H (-4.844, 1.217, 2.426)  0.001
H (-5.658, 1.891, 3.850)  0.000
H (-5.648, -1.080, 3.072)  0.000
H (-6.488, -0.405, 4.457)  0.000
H (-4.445, -1.381, 5.275)  0.000
H (-4.300, 0.364, 5.410)  0.000
H (-2.212, -0.583, 4.592)  0.000
H (-2.929, 0.443, 3.346)  -0.006
H (-3.280, -2.488, 3.338)  0.001
H (-2.728, -2.638, -0.017)  -0.012
H (-2.782, -4.115, 2.482)  0.000
H (-2.926, -4.735, 0.856)  0.000
H (-5.311, -3.768, 0.806)  -0.001
H (-5.189, -3.585, 2.556)  0.000
H (-4.903, -6.184, 0.982)  0.000
H (-6.268, -5.713, 1.987)  0.000
H (-3.428, -6.332, 2.987)  0.000
H (-4.883, -7.288, 3.259)  0.000
H (-4.728, -5.701, 4.013)  0.000
O (-0.042, -2.169, -0.389)  0.189
Si (0.355, -3.736, -0.441)  -0.113
C (-1.059, -4.687, -1.242)  0.002
C (-1.163, -6.081, -1.144)  0.001
C (-2.259, -6.758, -1.664)  0.000
C (-3.271, -6.056, -2.310)  0.001
C (-3.174, -4.677, -2.445)  0.001
C (-2.077, -4.003, -1.915)  0.006
C (1.930, -4.091, -1.379)  0.023
C (3.174, -3.786, -0.811)  -0.010
C (4.356, -4.107, -1.465)  0.000
C (4.314, -4.747, -2.699)  0.000
C (3.091, -5.058, -3.279)  0.000
C (1.907, -4.732, -2.623)  -0.001
C (0.589, -4.309, 1.334)  0.014
C (0.262, -3.455, 2.391)  -0.024
C (0.352, -3.873, 3.715)  -0.001
C (0.765, -5.168, 4.004)  0.000
C (1.116, -6.027, 2.969)  0.000
C (1.039, -5.597, 1.649)  -0.006
H (-0.382, -6.649, -0.649)  0.000
H (-2.329, -7.835, -1.556)  0.000
H (-4.128, -6.584, -2.713)  0.000
H (-3.950, -4.124, -2.965)  -0.001
H (-2.003, -2.921, -2.031)  -0.008
H (3.217, -3.302, 0.163)  -0.002
H (5.311, -3.870, -1.009)  0.000
H (5.236, -5.011, -3.203)  0.000
H (3.057, -5.559, -4.240)  0.000
H (0.956, -4.983, -3.083)  0.000
H (-0.080, -2.448, 2.167)  0.003
H (0.102, -3.192, 4.523)  0.000
H (0.823, -5.503, 5.033)  0.000
H (1.455, -7.033, 3.192)  0.000
H (1.354, -6.270, 0.856)  0.000